The following is a DFT calculation (wB97M-V/def2-TZVPD) of a 2-piece molecular cluster, C4H4Br2 overall in a non-equilibrium geometry.

The geometry in XYZ format:
```
10
Properties=species:S:1:pos:R:3:forces:R:3
C 0.91080 2.36424 0.04353 -1.0 -2.1 -1.2
C 0.29725 1.37563 -0.39982 -0.6 -0.7 -0.1
C -0.55608 -0.19332 -0.99535 0.4 4.1 2.1
C -1.81938 -0.50709 -0.64333 2.2 -0.5 -0.6
Br 0.54127 -1.09063 -2.16702 0.3 -0.4 0.0
H 1.52582 3.24323 0.35548 -1.1 -1.4 -0.4
H -2.12468 -1.56009 -0.77691 -0.1 0.9 -0.3
H -2.46292 0.21793 -0.19881 -0.2 0.2 0.6
Br 1.87214 -1.63762 1.69196 -0.1 -0.7 1.8
H 1.81578 -2.21228 3.09027 0.1 0.7 -1.8
```
Positions in Å, forces in eV/Å.

Properties
E_LUMO	0.49	eV
net charge	0
HOMO	-9.67	eV
2S+1	1
energy relative to the best compared isomer or geometry (same formula, charge and spin)	3.5748	eV
HOMO-LUMO gap	0.3734	hartree

Results of the Löwdin charge analysis, in e, for atoms 1 through 4:
1 C 0.003
2 C -0.095
3 C -0.770
4 C -0.060